DFT (ωB97M-V/def2-TZVPD) results for a structure of composition C50H61CoN7O3S5 at a distorted geometry.

⟨S²⟩: 0.796
DFT total energy (hartree): -5924.57838
Maximum force (eV/Å): 2.3
E_HOMO (alpha / beta) (eV): -5.77 / -5.87
Orbital gap (alpha / beta) (eV): 5.1299 / 5.2786
Energy relative to the best compared isomer or geometry (same formula, charge and spin) (kJ/mol): 99.8

ORCA input file:
```
! RIJCOSX wB97M-V def2-TZVPD def2/J DEFGRID3
* xyz 0 2
Co -0.3939 -0.2602 0.3652
C 7.5718 -0.5361 0.4703
O 6.2433 -0.1574 0.7387
C 6.0031 0.7181 1.7667
C 6.9821 1.2708 2.5727
C 6.6376 2.1483 3.5914
C 5.3186 2.4982 3.7898
C 4.3291 1.9660 2.9797
C 4.6490 1.0639 1.9732
N 3.7310 0.5649 1.0558
C 2.4001 0.2447 1.2193
N 1.9710 0.2074 2.4894
C 0.7701 -0.2545 3.0323
C -0.3356 -0.6546 2.2815
C -1.3852 -1.2477 2.9875
C -1.3835 -1.3452 4.3674
C -0.3076 -0.8767 5.1015
C 0.7769 -0.3397 4.4373
O 1.9138 0.1459 5.0737
C 2.4137 -0.6163 6.1492
N 1.6208 0.0889 0.1855
C 2.2087 0.0486 -1.0922
C 1.8142 0.9460 -2.0757
C 2.3618 0.9121 -3.3470
C 3.2979 -0.0519 -3.6669
C 3.6875 -0.9818 -2.7153
C 3.1600 -0.9457 -1.4329
O 3.5276 -1.8036 -0.4371
C 4.1560 -3.0150 -0.7764
H 7.5152 -1.2497 -0.3508
H 8.0396 -1.0205 1.3335
H 8.1826 0.3173 0.1579
H 8.0202 1.0324 2.4093
H 7.4131 2.5636 4.2145
H 5.0507 3.2019 4.5622
H 3.3093 2.2884 3.1170
H 4.1821 0.1270 0.2671
H 2.6914 0.3008 3.1982
H -2.2132 -1.6820 2.4439
H -2.2191 -1.7954 4.8828
H -0.3059 -0.9531 6.1769
H 1.7313 -0.6253 7.0027
H 3.3436 -0.1326 6.4463
H 2.6134 -1.6473 5.8348
H 1.0537 1.6729 -1.8361
H 2.0460 1.6315 -4.0874
H 3.7375 -0.0896 -4.6526
H 4.4151 -1.7345 -2.9777
H 4.0882 -3.6397 0.1117
H 5.2076 -2.8529 -1.0298
H 3.6488 -3.5261 -1.5998
C -2.8982 -0.1072 -6.1188
C -1.4385 -0.3198 -5.7027
C -0.8511 -1.4295 -6.5807
C -0.6698 0.9926 -5.9247
C -1.3081 -0.6589 -4.2316
C -0.1749 -1.3262 -3.7255
C 0.0162 -1.4329 -2.3725
N -0.8211 -0.9306 -1.4578
C -2.0027 -0.4386 -1.9294
C -2.2417 -0.2690 -3.2978
C -2.9616 -0.1168 -0.9152
C -4.3407 -0.1339 -1.1498
C -5.2424 0.1006 -0.1333
C -4.6825 0.4179 1.1190
C -3.3163 0.3829 1.2924
N -2.4378 0.1124 0.3239
C -6.7314 -0.0011 -0.4002
C -7.5702 -0.0272 0.8793
C -7.0140 -1.3001 -1.1661
C -7.1480 1.1990 -1.2593
H -2.9452 0.0401 -7.1962
H -3.3251 0.7743 -5.6462
H -3.5024 -0.9748 -5.8614
H -1.0234 -1.1974 -7.6283
H -1.3235 -2.3839 -6.3561
H 0.2201 -1.5325 -6.4388
H -0.7420 1.3131 -6.9624
H 0.3793 0.8636 -5.6735
H -1.0835 1.7789 -5.2958
H 0.5628 -1.7480 -4.3835
H 0.8836 -1.9470 -1.9890
H -3.1674 0.1998 -3.5882
H -4.6762 -0.3821 -2.1448
H -5.3105 0.6791 1.9565
H -2.9079 0.5838 2.2728
H -7.2498 -0.8304 1.5396
H -8.6090 -0.2075 0.6129
H -7.5274 0.9159 1.4189
H -6.6258 -2.1552 -0.6180
H -6.5601 -1.2927 -2.1520
H -8.0857 -1.4254 -1.2931
H -6.9410 2.1311 -0.7379
H -8.2109 1.1560 -1.4807
H -6.5997 1.2006 -2.1977
C -1.1268 3.0830 -0.4448
C -1.2656 4.6138 -0.2625
N -0.5581 5.0394 0.9360
C -1.1638 4.4099 2.1011
C -1.2148 2.8755 1.9096
N -0.4525 2.4939 0.7156
C 0.8924 3.0650 0.8563
C 0.8278 4.6080 0.8369
H -0.5563 2.8467 -1.3444
H -2.1078 2.6128 -0.5393
H -2.3125 4.9107 -0.1639
H -0.8409 5.1545 -1.1118
H -2.1681 4.8218 2.2250
H -0.5701 4.6856 2.9748
H -2.2429 2.5490 1.7664
H -0.7980 2.3442 2.7676
H 1.5334 2.6939 0.0580
H 1.2948 2.7049 1.8036
H 1.2407 5.0054 -0.0923
H 1.3874 5.0425 1.6687
C 1.3656 -4.0205 3.6016
S -0.3906 -4.4039 3.3085
C -0.3978 -4.9073 1.6287
C 0.0943 -4.2079 0.5703
S 0.9418 -2.7442 0.6108
S -0.0862 -5.0315 -0.9972
C -0.9138 -6.4519 -0.4233
S -1.3810 -7.6836 -1.3891
S -1.1794 -6.4406 1.3020
H 1.4726 -3.9681 4.6807
H 1.6141 -3.0707 3.1384
H 1.9740 -4.8235 3.1973
*
```